# 1
{"formula": "C7H9FN6O", "method": "ωB97M-V with the def2-TZVPD basis set", "species": ["C", "C", "C", "C", "C", "C", "C", "N", "N", "N", "N", "N", "N", "O", "F", "H", "H", "H", "H", "H", "H", "H", "H", "H"], "xyz": [[-2.16230, -0.43300, 0.82028], [-0.92173, 1.21087, 1.71463], [-2.10991, 0.46810, 1.87252], [-0.36300, 0.80721, 0.44954], [1.47022, 2.05263, 0.71761], [-0.20804, 2.20385, 2.53984], [0.25020, -0.91667, -3.14787], [0.83176, 1.21602, -0.01156], [-1.15149, -0.12683, -0.06524], [0.99853, 2.47929, 1.87239], [1.26848, -3.11875, -1.08733], [0.02311, -0.34754, -1.98232], [-1.05941, -0.73430, -1.27527], [-0.44753, 2.63726, 3.62561], [-2.91577, 0.50585, 2.95054], [-2.76712, -1.37951, 0.60184], [2.25933, 2.62551, 0.32623], [2.03829, -3.89956, -1.04500], [-0.33108, -1.73394, -3.56039], [1.18519, -0.60712, -3.70943], [1.68874, 3.19989, 2.21480], [0.63792, -3.22613, -0.27988], [1.03658, -2.96556, -2.11954], [0.74903, 0.08242, -1.42200]], "orbital_gap_ha": [0.2705, 0.2725], "spin_multiplicity": 1, "de_lowest_kj_mol": 207.3, "total_energy_ev": -21106.4432, "e_homo_ev": [-7.4, -7.4]}

---

# 2
{"formula": "C33H42F4LaN3S5Si2", "method": "ωB97M-V with the def2-TZVPD basis set", "species": ["La", "C", "C", "N", "C", "C", "C", "C", "N", "C", "C", "F", "C", "F", "C", "C", "F", "C", "F", "H", "H", "H", "H", "H", "H", "H", "H", "H", "H", "H", "H", "H", "H", "H", "S", "C", "S", "C", "C", "S", "S", "S", "C", "C", "C", "C", "N", "C", "C", "C", "C", "C", "C", "C", "H", "H", "H", "H", "H", "H", "H", "H", "C", "Si", "C", "C", "C", "Si", "C", "C", "C", "H", "H", "H", "H", "H", "H", "H", "H", "H", "H", "H", "H", "H", "H", "H", "H", "H", "H", "H"], "xyz": [[0.12937, 0.09389, 0.38924], [-4.34231, -3.14513, -0.84835], [-3.37439, -2.08108, -0.32947], [-1.99006, -2.49831, -0.14586], [-1.90247, -3.67000, 0.73217], [-2.63196, -3.51900, 2.05126], [-1.31477, -2.82119, -1.40325], [-1.40919, -1.77067, -2.49380], [-0.92407, -0.45088, -2.09681], [-1.06861, 0.50529, -3.03299], [-0.68484, 1.83558, -2.71878], [-0.13253, 2.04602, -1.49067], [-0.79858, 2.91042, -3.56025], [-0.37456, 4.11569, -3.11986], [-1.32860, 2.79076, -4.83641], [-1.70812, 1.51336, -5.19019], [-2.22623, 1.29815, -6.42952], [-1.58777, 0.41693, -4.35715], [-1.97131, -0.77480, -4.89904], [-5.30908, -2.68175, -1.05482], [-4.50550, -3.94772, -0.12764], [-3.98936, -3.59690, -1.77561], [-3.73755, -1.68389, 0.62240], [-3.36850, -1.24792, -1.01840], [-0.84213, -3.84922, 0.90071], [-2.29543, -4.55470, 0.19726], [-2.33011, -2.61044, 2.56720], [-2.38042, -4.36583, 2.69313], [-3.71779, -3.51193, 1.92787], [-1.71175, -3.76371, -1.82854], [-0.27099, -3.02384, -1.15109], [-2.44693, -1.72031, -2.85127], [-0.83672, -2.18106, -3.33923], [-1.42578, 3.63079, -5.50240], [1.40975, -5.99043, 5.51091], [1.20516, -4.70231, 4.45236], [1.77278, -4.67800, 2.84315], [1.18260, -3.10658, 2.35504], [0.50901, -2.42822, 3.31855], [-0.23476, -0.84953, 3.23042], [0.37175, -3.26798, 4.84396], [1.49999, -2.61569, 0.71006], [-4.90109, 1.35709, -0.64700], [-5.24514, 1.98958, 0.53729], [-4.24198, 2.43841, 1.36949], [-2.90485, 2.23922, 1.01254], [-2.58035, 1.51563, -0.06977], [-3.55616, 1.13069, -0.88612], [-1.78169, 2.87560, 1.75020], [-2.04067, 4.06985, 2.42501], [-1.00646, 4.77081, 3.02366], [0.28461, 4.26898, 2.92893], [0.51252, 3.07162, 2.25951], [-0.49792, 2.31864, 1.64802], [-5.64231, 1.01807, -1.35807], [-6.28510, 2.13860, 0.80338], [-4.47757, 2.94505, 2.29346], [-3.23223, 0.61504, -1.77908], [-3.04340, 4.48372, 2.45236], [-1.20437, 5.70422, 3.53744], [1.11324, 4.80881, 3.37456], [1.53407, 2.71535, 2.21306], [3.15701, 0.95072, 3.27949], [3.85271, 0.60942, 1.56650], [4.60142, -1.10870, 1.63947], [5.35314, 1.77991, 1.51444], [2.70805, 0.88544, 0.14802], [3.39441, 0.44479, -1.49116], [3.21732, -1.36428, -1.95949], [5.22329, 0.84667, -1.78304], [2.51810, 1.39117, -2.87200], [3.82106, 0.48028, 4.01113], [2.15656, 0.55038, 3.44510], [3.14223, 2.01990, 3.49522], [5.43520, -1.07213, 2.34576], [4.99140, -1.44114, 0.67763], [3.88360, -1.85619, 1.96996], [5.87898, 1.73153, 2.47224], [5.04160, 2.81398, 1.35644], [6.05846, 1.52609, 0.73034], [2.52809, 1.97751, 0.11087], [3.67961, -2.03745, -1.24044], [3.67365, -1.51993, -2.94121], [2.16846, -1.66052, -2.03406], [5.88686, 0.21618, -1.19233], [5.44637, 1.88380, -1.53857], [5.45526, 0.68013, -2.83845], [1.61505, 0.87599, -3.19935], [3.17178, 1.47866, -3.74309], [2.22991, 2.39499, -2.56255]], "orbital_gap_ha": 0.2094, "charge": -2, "spin_multiplicity": 1, "de_lowest_kj_mol": 0.0, "total_energy_ev": -121040.0540, "e_homo_ev": -1.7}

---

# 3
{"formula": "CH2ClFO2", "method": "ωB97M-V with the def2-TZVPD basis set", "species": ["C", "O", "O", "F", "Cl", "H", "H"], "xyz": [[-0.19247, 0.77816, -0.32150], [0.15345, 0.70761, 1.00797], [0.47383, 1.13836, -1.27243], [0.14310, -1.64788, -0.13183], [-1.94594, 0.61987, -0.48763], [0.88856, 1.17003, 1.31774], [0.47947, -2.76616, -0.11231]], "orbital_gap_ha": 0.3921, "spin_multiplicity": 1, "de_lowest_kj_mol": 155.3, "total_energy_ev": -20403.1368, "e_homo_ev": -10.9}

---

# 4
{"formula": "C7H8", "method": "ωB97M-V with the def2-TZVPD basis set", "species": ["C", "C", "C", "C", "C", "C", "C", "H", "H", "H", "H", "H", "H", "H", "H"], "xyz": [[1.43523, -3.50757, 0.84554], [1.30890, -2.41198, 0.35805], [1.23438, 0.87959, 0.44262], [0.76362, -0.32169, 0.24089], [-0.22120, 0.73556, -0.06135], [-0.41081, 1.06090, -1.51268], [-1.42489, 0.74848, 0.82932], [1.66651, -4.55043, 1.09785], [1.92718, 1.67725, 0.37248], [0.18296, 0.34762, -2.16970], [-0.03057, 2.06868, -1.64507], [-1.38278, 1.18878, -1.86493], [-1.80278, -0.38221, 0.75812], [-2.22216, 1.47796, 0.52184], [-1.02360, 0.98907, 1.78702]], "orbital_gap_ha": 0.3447, "spin_multiplicity": 1, "de_lowest_kj_mol": 837.2, "total_energy_ev": -7380.0697, "e_homo_ev": -9.7}